ORCA calculation (ωB97M-V/def2-TZVPD) on a structure of composition C40H37IMoN10O2S in a non-equilibrium geometry.

Last column: Mulliken charge in e.
Atoms and positions in Å:
Mo 0.197 0.093 0.288  -1.348
C -4.455 -3.517 -4.187  -1.498
C -3.424 -3.450 -3.070  -0.150
N -2.762 -2.157 -3.114  -0.178
C -1.710 -1.751 -2.410  0.475
S -0.805 -3.010 -1.492  -0.289
N -1.386 -0.516 -2.391  -1.685
N -0.307 0.066 -1.802  2.211
C 0.185 1.046 -2.564  1.433
C -0.259 1.267 -3.979  -2.124
C 1.174 1.861 -1.962  -0.330
C 1.874 2.870 -2.652  -1.107
C 2.874 3.565 -2.022  -1.095
C 3.185 3.226 -0.701  -1.042
C 2.434 2.264 -0.068  -0.239
N 1.419 1.604 -0.648  1.111
H -5.043 -4.425 -4.095  0.409
H -3.980 -3.512 -5.165  0.367
H -5.138 -2.673 -4.127  0.427
H -2.686 -4.249 -3.177  0.349
H -3.918 -3.565 -2.096  0.188
H -3.232 -1.453 -3.669  0.385
H -0.877 0.442 -4.322  0.372
H 0.600 1.351 -4.641  0.565
H -0.843 2.185 -4.055  0.359
H 1.606 3.088 -3.671  0.570
H 3.411 4.349 -2.530  0.498
H 3.981 3.719 -0.171  0.640
H 2.655 2.024 0.964  0.495
C 0.198 -2.986 3.518  -1.139
C -0.441 -2.199 2.407  0.215
N 0.180 -0.928 2.078  1.007
C 0.852 -0.338 3.102  -0.226
C 1.290 -0.998 4.273  1.726
C 1.011 -2.408 4.397  -1.577
C 1.982 -0.284 5.239  -0.917
C 2.233 1.066 5.060  -1.320
C 1.802 1.732 3.926  -0.549
C 1.095 1.050 2.930  0.228
N 0.529 1.485 1.758  1.163
C 0.072 2.760 1.523  0.519
C 0.511 3.970 2.050  -0.617
C -0.076 5.181 1.676  -1.341
C -1.091 5.228 0.760  -0.976
C -1.580 4.031 0.201  1.060
C -2.639 4.010 -0.726  -0.779
C -3.111 2.793 -1.147  -1.669
C -2.504 1.626 -0.686  0.188
N -1.447 1.595 0.116  0.835
C -1.002 2.793 0.587  0.106
H -0.082 -4.026 3.583  0.524
H -1.496 -2.000 2.695  0.522
H 1.445 -2.952 5.220  0.511
H 2.338 -0.795 6.118  0.477
H 2.779 1.610 5.814  0.432
H 2.057 2.771 3.836  0.369
H 1.330 4.019 2.741  0.410
H 0.292 6.092 2.121  0.462
H -1.540 6.163 0.466  0.481
H -3.063 4.938 -1.077  0.520
H -3.942 2.713 -1.828  0.517
H -2.912 0.687 -1.035  0.599
I 1.455 -3.860 0.671  0.200
C -0.518 -3.051 1.127  -0.278
C -1.463 -4.210 1.301  -0.706
C -2.775 -3.989 1.198  -0.866
C -3.208 -2.667 0.824  -0.786
C -2.333 -1.806 0.294  0.110
N -0.946 -2.124 0.077  0.563
H -1.062 -5.178 1.550  0.616
H -3.506 -4.764 1.359  0.551
H -4.239 -2.386 0.948  0.517
H -2.655 -0.855 -0.093  0.054
O 5.120 -0.253 5.081  -0.397
C 6.058 -0.460 4.055  -0.605
N 5.319 -0.869 2.888  -0.134
C 5.462 -0.278 1.688  0.110
O 6.269 0.580 1.420  -0.633
C 4.471 -0.725 0.644  0.604
C 4.876 -1.066 -0.643  -0.704
C 3.888 -1.318 -1.585  -1.336
C 2.559 -1.173 -1.231  -0.415
N 2.161 -0.801 -0.004  1.379
C 3.117 -0.607 0.909  -0.716
H 5.591 -0.045 5.895  0.265
H 6.779 -1.241 4.340  0.355
H 6.595 0.462 3.794  0.402
H 4.630 -1.590 3.038  0.262
H 5.926 -1.136 -0.883  0.543
H 4.147 -1.624 -2.587  0.571
H 1.775 -1.393 -1.950  0.259
H 2.799 -0.343 1.911  0.683

Force components x, y, z for each atom (eV/Å):
-1.31 -1.37 2.47
0.18 -0.02 0.13
-0.26 -0.48 0.19
-0.05 0.27 -0.35
0.81 -0.67 0.87
-0.14 0.43 -0.24
-1.03 0.68 -0.52
1.15 1.09 -2.02
-1.54 -2.07 -0.13
-0.07 -0.17 0.18
1.56 1.42 0.99
-0.83 -0.83 0.08
0.37 -0.03 0.86
-0.12 0.28 -0.87
-0.10 -0.27 0.23
0.74 0.54 -1.23
-0.03 -0.08 -0.01
0.04 0.00 -0.08
-0.13 0.08 0.01
-0.13 0.08 0.03
0.13 -0.08 -0.14
0.19 0.11 0.05
0.10 0.15 0.05
0.09 0.09 0.03
0.01 0.11 0.00
0.01 0.02 -0.16
0.07 0.07 -0.08
0.11 0.02 0.10
-0.14 -0.06 -0.06
0.11 0.33 0.15
-0.17 -0.54 -0.20
0.30 0.41 -0.47
0.23 0.77 0.60
0.25 0.53 0.17
-0.38 -0.40 -0.23
-0.38 -0.44 -0.46
-0.11 0.36 -0.28
0.14 0.21 0.36
-0.15 -0.59 0.06
0.30 -0.54 0.37
-0.45 0.93 -0.03
0.07 -0.85 -0.14
-0.44 0.38 -0.39
0.27 0.10 0.26
0.11 -0.44 0.02
0.15 -0.37 0.09
-0.02 0.27 0.08
-0.08 -0.17 0.06
-0.25 0.10 -0.32
-0.11 0.90 0.22
0.00 -0.14 0.07
0.34 -0.05 -0.11
0.05 -0.15 0.10
0.05 -0.08 0.13
0.09 0.07 0.01
-0.02 0.07 -0.02
0.06 -0.08 0.08
0.03 0.09 0.02
-0.03 0.14 -0.01
-0.11 0.10 -0.01
-0.11 0.00 -0.06
0.22 0.03 -0.02
-0.31 -0.25 0.20
0.51 -0.19 0.43
-0.13 -0.14 0.01
0.33 -0.10 0.04
0.28 0.25 -0.10
-1.09 0.03 -0.07
0.15 0.41 -0.62
0.06 -0.11 0.05
-0.02 -0.15 0.06
-0.17 0.17 -0.03
0.10 0.01 0.10
-0.23 0.05 0.17
0.60 0.13 -0.11
-0.05 -0.13 0.60
-0.44 -0.29 -0.18
0.35 0.28 -0.14
-0.16 0.08 -0.22
-0.31 0.03 0.15
0.15 -0.03 0.15
0.02 -0.20 -0.11
0.57 -0.01 -0.75
0.17 -0.17 0.20
0.04 -0.05 -0.01
-0.12 0.16 -0.07
-0.06 -0.26 0.01
0.02 -0.02 -0.18
0.08 0.04 -0.05
-0.03 -0.02 -0.08
0.09 0.09 0.11
-0.02 0.12 -0.07

Values from the calculation:
Electronic energy: -3008.1228 a.u.
Total charge: +2
Orbital gap (spin up / spin down): 5.474 / 5.513 eV
Maximum force: 3.11 eV/A

ORCA calculation (ωB97M-V/def2-TZVPD) on a structure of composition C40H37N2O3P2PtSSbTe.

Last column: Mulliken charge in e.
Atoms and positions in Å:
Pt 1.139 -0.444 -1.001  2.045
Te -2.135 -2.395 2.258  0.334
C -2.976 -0.743 3.302  -0.310
C -2.808 -0.592 4.672  -0.199
C -3.262 0.572 5.279  -0.385
N -3.847 1.569 4.621  -0.676
C -4.025 1.404 3.311  -0.465
C -3.623 0.275 2.611  0.234
C -0.882 -1.366 0.995  -1.017
P -1.089 -0.977 -0.694  -0.153
C -1.434 -2.400 -1.760  0.744
C -1.864 -2.213 -3.072  0.003
C -2.020 -3.310 -3.907  -1.007
C -1.757 -4.590 -3.439  -0.625
C -1.333 -4.778 -2.130  -0.802
C -1.168 -3.685 -1.294  -0.784
C -2.447 0.192 -0.939  1.784
C -3.716 -0.217 -1.342  -0.621
C -4.765 0.690 -1.353  -1.043
C -4.554 2.003 -0.959  -0.883
C -3.291 2.414 -0.552  -0.658
C -2.241 1.511 -0.543  -0.225
P 0.740 -0.774 1.156  0.225
C 0.845 0.846 1.991  0.466
C 1.933 1.693 1.784  0.031
C 1.970 2.950 2.365  -0.583
C 0.910 3.380 3.157  -0.805
C -0.178 2.547 3.365  -0.346
C -0.209 1.285 2.784  0.032
C 1.810 -1.873 2.116  0.756
C 2.092 -3.127 1.570  -0.574
C 2.917 -4.012 2.244  -0.741
C 3.461 -3.651 3.472  -0.579
C 3.176 -2.412 4.023  -0.715
C 2.353 -1.520 3.345  -0.555
H -2.307 -1.349 5.262  0.394
H -3.131 0.715 6.347  0.377
H -4.513 2.218 2.785  0.424
H -3.798 0.212 1.546  0.425
H -2.079 -1.224 -3.456  0.374
H -2.346 -3.154 -4.927  0.475
H -1.883 -5.443 -4.093  0.392
H -1.133 -5.776 -1.761  0.436
H -0.830 -3.823 -0.273  0.181
H -3.886 -1.241 -1.649  0.523
H -5.748 0.371 -1.674  0.462
H -5.375 2.709 -0.974  0.459
H -3.121 3.439 -0.247  0.477
H -1.256 1.827 -0.214  -0.017
H 2.755 1.372 1.154  -0.020
H 2.820 3.600 2.196  0.447
H 0.934 4.365 3.603  0.368
H -1.014 2.874 3.971  0.474
H -1.072 0.649 2.926  -0.228
H 1.660 -3.399 0.612  0.425
H 3.135 -4.982 1.817  0.435
H 4.104 -4.343 4.002  0.397
H 3.594 -2.135 4.982  0.428
H 2.138 -0.548 3.773  0.497
C 4.877 -0.686 0.739  -1.128
Sb 3.708 -0.626 -1.032  0.640
C 4.382 -2.370 -2.025  -1.241
C 4.661 0.921 -2.128  -1.382
H 5.897 -0.967 0.483  0.533
H 4.455 -1.416 1.429  0.273
H 4.882 0.292 1.219  0.389
H 5.465 -2.354 -2.128  0.411
H 3.914 -2.410 -3.007  0.372
H 4.081 -3.244 -1.450  0.348
H 5.742 0.794 -2.143  0.486
H 4.413 1.880 -1.675  0.407
H 4.267 0.903 -3.143  0.391
O -2.816 1.286 -4.431  -0.616
S -1.502 1.765 -4.772  1.190
O -1.314 2.406 -6.039  -0.757
N -0.421 0.557 -4.542  -0.596
C 0.344 0.792 -3.516  0.025
O 1.224 -0.035 -3.085  -0.795
C 0.148 2.139 -2.870  0.721
C 0.854 2.732 -1.838  0.133
C 0.465 3.996 -1.412  -0.762
C -0.596 4.658 -2.024  -0.611
C -1.290 4.072 -3.078  -0.832
C -0.892 2.813 -3.474  -0.015
H 1.681 2.218 -1.361  0.527
H 0.995 4.471 -0.596  0.467
H -0.881 5.644 -1.678  0.429
H -2.114 4.580 -3.563  0.484

Force components x, y, z for each atom (eV/Å):
-0.04 -0.02 0.01
-0.03 0.05 0.12
-0.05 -0.04 -0.08
0.00 -0.03 0.00
0.00 -0.01 0.01
0.00 0.00 0.00
-0.01 -0.01 -0.02
-0.03 0.01 0.06
0.19 -0.04 -0.18
-0.05 -0.01 0.05
-0.07 0.00 0.08
-0.01 -0.07 -0.07
0.00 0.04 0.01
0.00 -0.01 0.00
0.00 0.00 -0.01
0.01 0.01 0.01
-0.03 -0.05 -0.04
0.01 0.02 0.01
0.00 0.01 0.01
-0.01 -0.01 0.00
0.00 0.02 -0.01
0.04 0.01 0.04
-0.39 0.07 0.21
0.04 -0.04 0.07
0.02 -0.03 0.01
0.00 0.00 0.00
-0.01 0.01 0.00
0.00 0.00 0.00
-0.01 0.00 -0.03
0.06 -0.02 -0.07
0.02 0.01 0.00
-0.01 0.00 0.00
0.01 -0.01 0.01
0.00 0.01 0.01
-0.02 -0.01 -0.01
0.01 0.01 0.00
0.00 0.00 0.00
0.00 0.00 0.00
0.02 -0.01 -0.06
0.06 0.07 0.00
0.00 -0.02 0.00
0.00 0.00 0.00
0.00 0.00 0.00
0.00 0.00 0.00
-0.01 0.01 0.02
0.00 0.00 0.00
0.01 0.00 0.00
0.00 0.00 0.00
-0.01 0.00 0.00
0.00 0.00 0.00
0.00 0.00 0.00
0.00 0.00 0.00
0.00 0.00 0.01
0.06 0.04 -0.01
0.00 0.00 0.00
0.00 0.00 0.00
0.00 0.00 0.00
0.00 0.00 0.00
0.00 0.00 0.00
0.03 -0.02 0.00
0.13 0.14 -0.11
0.01 -0.01 -0.02
0.03 -0.03 -0.01
0.00 0.01 0.00
0.03 -0.01 0.00
0.00 0.00 0.00
0.00 0.01 0.00
0.00 -0.01 0.00
0.00 0.00 0.00
0.00 -0.02 0.00
0.01 0.00 0.00
0.00 0.01 0.00
0.03 0.03 -0.01
-0.11 -0.04 0.05
0.02 -0.01 -0.02
0.02 -0.08 0.07
0.06 -0.01 -0.13
-0.02 0.05 0.03
0.03 0.02 -0.01
-0.01 -0.01 0.05
-0.02 0.01 -0.03
0.01 -0.01 0.03
-0.03 -0.02 0.02
0.01 0.01 -0.02
0.01 -0.01 -0.01
0.00 0.01 0.00
0.00 0.00 0.00
0.01 0.00 -0.01

Values from the calculation:
Electronic energy: -3590.2002 a.u.
Total charge: 0
Orbital gap: 7.832 eV
Energy relative to the best compared isomer or geometry (same formula, charge and spin): 0.0 kcal/mol
Maximum force: 0.45 eV/A